Here is a molecular structure, C44H56AsB3F6N5O5Sn at a distorted geometry from the Open Molecules 2025 dataset. Energies are from ωB97M-V/def2-TZVPD.

Last column: Mulliken charge in e.
Cartesian coordinates (Å):
1 Sn -0.65522 -1.69733 0.33755  0.539
2 C -5.49592 -1.24453 -0.83045  -2.204
3 C -4.06032 -1.65353 -0.67665  0.605
4 N -3.36572 -1.45573 0.38125  0.422
5 O -3.92662 -0.77203 1.40995  0.010
6 B -3.88152 -1.45883 2.72405  0.302
7 F -4.33802 -0.56983 3.65625  -0.368
8 F -4.75562 -2.55263 2.65695  -0.392
9 O -2.54062 -1.91023 3.15085  -0.817
10 N -1.89332 -2.72223 2.26805  1.283
11 C -2.04952 -3.99233 2.32195  0.318
12 C -2.85532 -4.69483 3.36645  -2.134
13 C -1.40202 -4.75693 1.25485  -0.219
14 N -0.93892 -4.08573 0.26525  1.837
15 O -0.39632 -4.76423 -0.77805  -0.792
16 B -1.22952 -4.68823 -2.00955  1.036
17 F -2.45552 -5.30553 -1.71465  -0.465
18 F -0.58822 -5.38883 -2.99015  -0.350
19 O -1.44292 -3.32543 -2.51035  -0.736
20 N -2.11492 -2.49623 -1.64635  0.655
21 C -3.39222 -2.43283 -1.71955  0.333
22 C -4.20252 -3.13963 -2.75965  -2.132
23 C -1.34902 -6.24843 1.26085  -1.843
24 H -5.79032 -0.67033 0.04535  0.307
25 H -6.13002 -2.12623 -0.90505  0.502
26 H -5.64682 -0.64133 -1.72445  0.424
27 H -3.35632 -3.95133 3.98085  0.397
28 H -2.19172 -5.29073 3.99155  0.481
29 H -3.60382 -5.34253 2.91595  0.361
30 H -3.54282 -3.46443 -3.56315  0.393
31 H -4.98942 -2.49603 -3.14755  0.536
32 H -4.64112 -4.03333 -2.31955  0.302
33 H -1.80202 -6.68243 2.14375  0.573
34 H -0.30492 -6.55063 1.18235  0.264
35 H -1.84872 -6.61013 0.36215  0.300
36 C 1.56478 -2.09583 -2.50165  -1.116
37 C 3.00778 -1.75893 -2.14125  0.463
38 C 3.19258 -0.23993 -2.16725  -1.374
39 C 3.52738 -2.32533 -0.83175  0.450
40 C 4.83818 -2.77953 -0.86075  -0.636
41 C 5.46478 -3.28893 0.25925  -1.409
42 C 4.74688 -3.35063 1.43735  -0.979
43 C 3.43368 -2.91343 1.52145  0.567
44 C 2.77408 -3.07133 2.87905  0.416
45 C 2.62458 -1.73553 3.60775  -1.248
46 C 1.42368 -3.77963 2.81335  -1.222
47 C 2.79088 -2.36353 0.38045  -0.766
48 O 1.56868 -1.86703 0.45055  0.953
49 H 1.42208 -2.00223 -3.57635  0.625
50 H 0.86998 -1.40873 -2.00995  -0.515
51 H 1.30178 -3.10703 -2.20975  0.214
52 H 3.64158 -2.18443 -2.93055  0.797
53 H 2.58638 0.20057 -1.37825  -0.073
54 H 2.86248 0.16507 -3.12375  0.606
55 H 4.23348 0.03547 -2.00965  0.414
56 H 5.38188 -2.72903 -1.79755  0.419
57 H 6.48468 -3.64733 0.21415  0.343
58 H 5.21808 -3.75453 2.32705  0.396
59 H 3.45268 -3.69683 3.47655  0.714
60 H 1.89348 -1.11863 3.09105  -0.231
61 H 3.57958 -1.21343 3.64285  0.326
62 H 2.28128 -1.90233 4.62855  0.562
63 H 0.64948 -3.06603 2.52845  -0.364
64 H 1.16568 -4.20393 3.78335  0.484
65 H 1.45408 -4.57383 2.07135  0.398
66 C 6.30728 4.25207 0.12605  -1.664
67 C 4.94908 3.66517 -0.11465  0.835
68 C 4.13608 4.07487 -1.15955  -0.896
69 C 2.86608 3.54707 -1.34415  0.974
70 C 2.12008 3.93627 -2.59165  -1.974
71 C 2.35338 2.61237 -0.42765  -0.149
72 As 0.48968 1.91607 -0.68225  0.691
73 N -0.38752 1.84567 0.99365  -0.290
74 C -1.79152 1.85537 0.88965  0.199
75 C -2.55082 2.40787 1.91985  -0.717
76 C -3.92152 2.50387 1.81085  -1.084
77 C -4.55762 2.12887 0.64245  -1.019
78 C -3.80822 1.61177 -0.39705  -0.746
79 C -2.44482 1.44277 -0.26495  0.896
80 C -0.49012 3.58677 -1.19135  0.991
81 C -0.52602 4.71637 -0.36915  0.627
82 C 0.30388 4.83777 0.87255  -1.678
83 C -1.34392 5.79247 -0.69785  -1.192
84 C -2.13022 5.79107 -1.83635  0.847
85 C -2.98922 6.96667 -2.19995  -1.671
86 C -2.06902 4.67777 -2.65925  -1.059
87 C -1.27052 3.58427 -2.35465  1.154
88 C -1.27742 2.43127 -3.31965  -1.878
89 C 3.24048 2.05917 0.50465  0.870
90 C 2.96968 0.80547 1.27255  -1.429
91 C 4.50098 2.61867 0.67065  -0.921
92 H 6.54828 4.99987 -0.62515  0.383
93 H 7.06068 3.46517 0.09945  0.354
94 H 6.34338 4.71707 1.11125  0.322
95 H 4.50498 4.80787 -1.86445  0.359
96 H 2.83258 4.23127 -3.36005  0.574
97 H 1.43898 4.77037 -2.42355  0.314
98 H 1.54688 3.07837 -2.95115  0.115
99 H -2.05492 2.75207 2.81575  0.437
100 H -4.48972 2.87927 2.64815  0.393
101 H -5.62882 2.22457 0.55565  0.417
102 H -4.28582 1.31447 -1.31825  0.663
103 H -1.87922 0.96177 -1.05835  0.308
104 H 1.26848 4.34707 0.75935  0.108
105 H -0.21232 4.37647 1.71365  0.148
106 H 0.47288 5.88457 1.11795  0.525
107 H -1.36282 6.64877 -0.03555  0.367
108 H -3.02622 7.68667 -1.38665  0.387
109 H -4.00482 6.64827 -2.42775  0.368
110 H -2.58662 7.46327 -3.08335  0.307
111 H -2.66452 4.65257 -3.56155  0.436
112 H -1.36722 2.80047 -4.33855  0.569
113 H -2.13282 1.78527 -3.12585  0.260
114 H -0.36882 1.83187 -3.23525  0.094
115 H 1.95358 0.43847 1.12845  -1.034
116 H 3.65258 0.02457 0.93575  0.737
117 H 3.14558 0.95147 2.33545  0.877
118 H 5.15698 2.20567 1.42395  0.515
119 F -0.31522 1.13577 3.28655  -0.215
120 B 0.20228 1.78327 2.25435  1.470
121 F 1.31518 2.45747 2.56155  -0.215

Summary:
**HOMO energy**: -0.18450 Eh
**Molar mass**: 1075.019 u
**E_tot**: -5484.55636 a.u.
**Net charge**: -1
**Max |F|**: 0.025 hartree/bohr
**Gap between HOMO and LUMO**: 7.3 eV


Here is a molecular structure, C44H56GeN8O4S2Zr from the Open Molecules 2025 dataset. Energies are from ωB97M-V/def2-TZVPD.

Last column: Mulliken charge in e.
Cartesian coordinates (Å):
1 Zr 0.98766 0.78028 -0.48852  -0.073
2 C -1.77589 3.60260 3.96366  -0.381
3 C -1.03679 4.49748 3.07668  -0.790
4 C 0.11123 4.11974 2.49413  -0.421
5 C 0.69899 2.81818 2.80434  -0.113
6 C -0.17373 1.76884 3.46127  0.516
7 C -1.37790 2.34408 4.14654  -1.393
8 N 1.93354 2.64495 2.52049  -0.686
9 C 2.63074 1.51119 2.97925  0.722
10 C 2.92988 1.33012 4.32984  -0.344
11 C 3.72435 0.27432 4.74117  -0.907
12 C 4.26215 -0.61850 3.81845  -0.856
13 C 4.03647 -0.41756 2.47071  -0.409
14 C 3.22931 0.63954 2.07072  0.283
15 N 3.07234 0.95960 0.68889  1.192
16 N 4.13791 1.04518 0.06886  -1.338
17 C 3.98457 1.51770 -1.26146  -0.042
18 C 5.12172 1.62472 -2.03087  -0.567
19 C 5.00590 2.23335 -3.27464  -0.494
20 C 3.76870 2.71221 -3.67096  -0.898
21 C 2.67238 2.52730 -2.84075  -0.188
22 N 2.77077 1.93041 -1.65220  0.220
23 H -2.63838 3.98971 4.49045  0.515
24 H -1.40793 5.50622 2.93193  0.459
25 H 0.70308 4.79266 1.88828  0.534
26 H 0.44152 1.30740 4.23662  0.339
27 H -1.92040 1.69563 4.82492  0.508
28 H 2.55291 2.05005 5.04599  0.560
29 H 3.93624 0.14868 5.79477  0.443
30 H 4.87671 -1.44343 4.14996  0.463
31 H 4.46820 -1.06530 1.71875  0.531
32 H 6.06145 1.26341 -1.63908  0.580
33 H 5.87424 2.35088 -3.90877  0.480
34 H 3.64393 3.22862 -4.61237  0.526
35 H 1.68531 2.86208 -3.12734  0.413
36 N -0.72049 -0.94845 -0.79867  -0.514
37 N -0.07927 -2.01601 -1.46931  0.197
38 C 1.31390 -2.13895 -1.24967  0.406
39 O 1.88873 -3.14056 -1.56372  -0.641
40 O 1.84445 -1.04890 -0.72515  -0.157
41 H -1.02752 -1.23240 0.12900  -0.208
42 H -1.53479 -0.67777 -1.34391  0.216
43 H -0.55421 -2.90976 -1.43399  0.283
44 S -0.06640 3.23450 -0.95927  -0.600
45 C -1.79413 3.15327 -0.91713  0.535
46 N -2.46465 2.56590 -1.90851  0.216
47 C -3.92639 2.58990 -2.00079  -0.604
48 C -4.50820 2.60609 -0.59733  -0.511
49 C -3.91002 3.75962 0.18994  -0.755
50 N -2.44979 3.72050 0.07563  -0.103
51 H -1.91833 2.30772 -2.71718  -0.081
52 H -4.24649 1.70371 -2.54704  0.352
53 H -4.24825 3.46856 -2.56466  0.309
54 H -4.28556 1.66157 -0.09535  0.138
55 H -5.59041 2.71038 -0.64476  0.448
56 H -4.16107 3.69026 1.24737  0.378
57 H -4.27600 4.71841 -0.18218  0.444
58 H -1.87679 4.10723 0.81812  0.034
59 C -2.84796 -4.99927 4.83322  -1.552
60 C -2.69825 -3.54388 4.41130  0.233
61 C -1.73913 -2.76656 5.30800  -0.860
62 C -1.50021 -1.33441 4.81317  -0.957
63 Ge -0.18477 -1.16049 3.36470  1.465
64 C -0.17049 -2.55658 1.98928  -0.478
65 C 0.38397 -3.90055 2.47404  -0.420
66 C 0.48088 -4.94461 1.36193  -0.469
67 C -0.87241 -5.33587 0.77756  -1.115
68 H -3.55411 -5.53118 4.19583  0.375
69 H -3.20740 -5.07195 5.86075  0.431
70 H -1.89057 -5.52307 4.78321  0.293
71 H -3.67414 -3.04851 4.43196  0.485
72 H -2.35651 -3.49613 3.37106  -0.174
73 H -0.79087 -3.30801 5.39303  0.229
74 H -2.15495 -2.73862 6.31845  0.552
75 H -1.13748 -0.70310 5.62903  0.464
76 H -2.45322 -0.90721 4.48621  0.429
77 H 1.23645 -1.06122 3.94016  -0.610
78 H 0.48435 -2.18411 1.19455  -0.289
79 H -1.17824 -2.69261 1.58068  0.839
80 H -0.24249 -4.29414 3.27930  0.007
81 H 1.37593 -3.73896 2.90483  0.326
82 H 0.96314 -5.83719 1.76547  0.483
83 H 1.13746 -4.57295 0.56848  0.150
84 H -1.55202 -5.68696 1.55786  0.295
85 H -0.76777 -6.13473 0.04401  0.391
86 H -1.36436 -4.49683 0.27496  0.159
87 C -2.01284 0.64969 2.00470  -1.566
88 C -0.55369 0.59597 2.44900  0.822
89 O 0.23708 0.66352 1.26865  0.759
90 H -2.69807 0.68171 2.84890  0.640
91 H -2.27512 -0.24572 1.43249  0.465
92 H -2.19738 1.52875 1.38308  0.059
93 O 0.59744 0.61148 -2.68784  0.621
94 S -0.26456 -0.15192 -3.69988  0.261
95 C -0.62750 1.04829 -4.95248  0.813
96 C -1.96721 1.30118 -5.21251  -0.489
97 C -2.30433 2.25020 -6.17112  -0.804
98 C -1.30270 2.92615 -6.84883  -0.597
99 C 0.03891 2.65434 -6.58732  -0.849
100 C 0.38506 1.70772 -5.64134  -0.262
101 C 0.86654 -1.22857 -4.53971  0.493
102 C 0.32875 -2.14159 -5.43761  -0.758
103 C 1.18781 -3.00165 -6.09956  -0.718
104 C 2.55434 -2.94935 -5.84775  -0.647
105 C 3.06887 -2.04121 -4.93530  -0.866
106 C 2.22256 -1.16488 -4.26969  0.172
107 H -2.73925 0.74427 -4.69194  0.574
108 H -3.34378 2.44784 -6.39529  0.467
109 H -1.56326 3.65996 -7.59967  0.432
110 H 0.81061 3.17313 -7.14021  0.456
111 H 1.42275 1.46223 -5.45260  0.562
112 H -0.73951 -2.18422 -5.61714  0.451
113 H 0.79132 -3.72103 -6.80283  0.454
114 H 3.21931 -3.63256 -6.35853  0.441
115 H 4.13018 -2.02307 -4.72805  0.478
116 H 2.60340 -0.46813 -3.53376  0.289

Summary:
**HOMO energy**: -0.46973 Eh
**Molar mass**: 988.952 u
**E_tot**: -5369.28992 a.u.
**Net charge**: +2
**Max |F|**: 0.006 hartree/bohr
**ΔE to the lowest compared entry with this formula, charge and spin**: 5.33 kcal per mole
**Gap between HOMO and LUMO**: 6.6 eV


Here is 9 unconnected molecules or ions with the total composition C44H57F5O8S2 at a distorted geometry from the Open Molecules 2025 dataset. Energies are from ωB97M-V/def2-TZVPD.

Last column: Mulliken charge in e.
Cartesian coordinates (Å):
1 C 10.86344 -16.33555 -29.54391  -1.306
2 C 10.34593 -15.02201 -29.51940  0.110
3 O 10.95433 -14.40429 -28.43982  -0.254
4 S 10.52167 -12.78532 -28.19025  1.110
5 C 11.54413 -12.00823 -29.53142  -1.039
6 O 9.12824 -12.61246 -28.58513  -0.610
7 O 11.17418 -12.20310 -26.94399  -0.565
8 H 10.58728 -16.80234 -28.59843  0.370
9 H 11.93052 -16.51452 -29.67589  0.142
10 H 10.43341 -16.76057 -30.45085  0.405
11 H 10.69807 -14.52808 -30.42501  0.227
12 H 9.25604 -15.03416 -29.51059  0.296
13 H 11.48056 -10.92163 -29.47352  0.499
14 H 11.06099 -12.19875 -30.48974  0.455
15 H 12.57364 -12.35437 -29.43968  0.170
16 C 19.63010 -3.40703 -29.79326  -1.095
17 C 18.87148 -4.46085 -30.56651  -0.283
18 O 17.99016 -5.15116 -29.69739  -0.294
19 S 18.61492 -6.40006 -28.79118  0.923
20 C 17.64780 -7.73473 -29.61350  -0.770
21 O 20.07034 -6.55845 -29.06691  -0.614
22 O 18.10140 -6.36904 -27.43399  -0.475
23 H 19.57178 -2.35832 -30.08468  0.357
24 H 20.69528 -3.60680 -29.90982  0.313
25 H 19.43786 -3.38493 -28.72057  0.270
26 H 18.27106 -4.03177 -31.36869  0.355
27 H 19.47012 -5.20087 -31.09764  0.361
28 H 18.05891 -8.71184 -29.35983  0.249
29 H 17.58634 -7.67812 -30.70030  0.499
30 H 16.64614 -7.53307 -29.23389  0.133
31 F 18.96047 -12.27511 -29.04139  -0.157
32 C 20.10404 -12.94042 -28.81241  0.152
33 C 20.02242 -13.95534 -27.89423  0.332
34 C 21.25757 -14.66080 -27.58614  -0.985
35 C 22.45037 -14.24572 -28.25172  -0.505
36 C 22.44057 -13.21856 -29.19661  -0.731
37 C 21.29506 -12.49041 -29.38788  -0.571
38 H 19.20512 -14.23052 -27.24408  0.570
39 H 21.35115 -15.44832 -26.85302  0.444
40 H 23.34378 -14.83547 -28.10883  0.444
41 H 23.36128 -13.00832 -29.72052  0.403
42 H 21.22120 -11.57959 -29.96349  0.500
43 F 15.44842 -5.89134 -32.83127  -0.264
44 C 14.60724 -6.96643 -33.12538  -0.176
45 C 14.12274 -7.11846 -34.36649  0.016
46 C 13.29067 -8.12566 -34.75748  -0.856
47 C 12.93731 -9.00492 -33.69097  -0.222
48 C 13.40488 -8.95632 -32.36670  -0.794
49 C 14.22258 -7.87371 -32.13967  0.163
50 H 14.37587 -6.32637 -35.05564  0.369
51 H 12.84566 -8.17620 -35.74024  0.388
52 H 12.25482 -9.78715 -33.98883  0.322
53 H 13.14772 -9.69553 -31.62250  0.532
54 H 14.63397 -7.71130 -31.15439  0.520
55 F 23.56407 -10.11643 -27.80941  -0.389
56 C 22.53109 -10.39564 -26.91727  0.415
57 C 22.74343 -11.50445 -26.05929  -0.211
58 C 21.89161 -11.67382 -24.91971  -0.676
59 C 20.79097 -10.76410 -24.83029  -0.488
60 C 20.59028 -9.67713 -25.71804  -0.472
61 C 21.52659 -9.45249 -26.69818  -0.569
62 H 23.55999 -12.20118 -26.17846  0.450
63 H 21.93499 -12.50008 -24.22559  0.419
64 H 20.09599 -10.83348 -24.00653  0.386
65 H 19.95237 -8.88566 -25.35331  0.616
66 H 21.65024 -8.52427 -27.23625  0.513
67 F 14.32533 -9.98410 -28.88111  -0.238
68 C 15.23353 -9.78001 -27.94594  0.262
69 C 16.40629 -10.52554 -27.87845  -0.314
70 C 17.19737 -10.36395 -26.76016  0.081
71 C 16.77539 -9.62353 -25.63919  -1.178
72 C 15.55095 -8.93743 -25.79463  -0.276
73 C 14.79280 -8.96850 -26.90721  -0.672
74 H 16.59284 -11.10417 -28.77108  0.408
75 H 18.17351 -10.82136 -26.69443  0.343
76 H 17.35102 -9.53093 -24.73008  0.560
77 H 15.21171 -8.28723 -25.00182  0.485
78 H 13.87058 -8.41730 -26.79729  0.526
79 F 16.92045 -13.37444 -26.31068  0.204
80 C 16.56246 -14.66809 -26.04439  0.370
81 C 17.05853 -15.70252 -26.87665  0.235
82 C 16.84237 -17.03386 -26.56911  -0.934
83 C 15.95497 -17.34807 -25.54657  -0.497
84 C 15.47418 -16.32038 -24.69322  -0.507
85 C 15.78161 -14.97940 -24.98526  -0.611
86 H 17.64051 -15.40752 -27.73726  0.267
87 H 17.36270 -17.77339 -27.15966  0.401
88 H 15.69340 -18.39160 -25.45157  0.407
89 H 14.83212 -16.62357 -23.87944  0.375
90 H 15.35089 -14.17893 -24.40206  0.430
91 C 15.44457 -4.90065 -25.15568  0.054
92 C 16.74492 -4.60481 -24.47829  -0.373
93 C 16.56425 -3.09985 -24.25206  -0.489
94 O 15.92297 -2.55746 -25.39965  -0.429
95 C 15.36402 -3.67733 -26.14187  -0.153
96 H 14.59524 -4.95481 -24.47465  0.301
97 H 15.53122 -5.87112 -25.64432  -0.245
98 H 17.59714 -4.86272 -25.10703  0.041
99 H 16.92568 -5.22950 -23.60353  0.417
100 H 17.46504 -2.58706 -23.91483  0.330
101 H 15.77552 -2.98225 -23.50896  0.257
102 H 16.13749 -3.81027 -26.89829  0.008
103 H 14.44362 -3.38915 -26.64973  0.336
104 C 15.60367 -15.38570 -31.84938  -0.696
105 C 16.65706 -14.67590 -31.02205  -0.512
106 C 15.90219 -13.68571 -30.11180  0.452
107 O 14.51095 -13.98078 -30.47614  -0.354
108 C 14.41302 -15.39702 -30.92322  -0.470
109 H 15.88386 -16.41420 -32.07690  0.316
110 H 15.46690 -14.80092 -32.75902  0.281
111 H 17.30439 -14.15595 -31.72822  0.293
112 H 17.28452 -15.39548 -30.49611  0.308
113 H 16.18727 -12.64254 -30.24828  0.015
114 H 15.97470 -13.87977 -29.04168  -0.268
115 H 13.43673 -15.68680 -31.31179  0.371
116 H 14.50051 -16.14472 -30.13494  0.255

Summary:
**HOMO energy**: -0.32814 Eh
**Molar mass**: 873.056 u
**E_tot**: -3608.18968 a.u.
**Net charge**: 0
**Max |F|**: 0.099 hartree/bohr
**ΔE to the lowest compared entry with this formula, charge and spin**: 5.00 kcal per mole
**Gap between HOMO and LUMO**: 9.4 eV


- The highest max |F| belongs to which entry?
  C44H57F5O8S2